Record 1
The following is a quantum chemistry calculation of 3 unconnected molecules or ions with the total composition H6O3, from the OMol25 dataset.

Calculated values
**Multiplicity**: 1
**Lowest unoccupied orbital energy**: 0.6 eV
**Kohn-Sham gap**: 11.5450 eV

Positions of all 9 atoms, in Å:
O: -0.845 -2.406 1.542
H: -0.978 -1.463 1.638
H: 0.099 -2.527 1.646
O: -0.697 0.455 0.705
H: -1.284 1.126 1.053
H: -0.019 0.947 0.241
O: 1.288 1.543 -1.982
H: 0.922 0.660 -1.937
H: 1.512 1.664 -2.905

---

Record 2
The following is a quantum chemistry calculation of 3 unconnected molecules or ions with the total composition H6O3 at a distorted geometry, from the OMol25 dataset.

Calculated values
**Multiplicity**: 1
**Lowest unoccupied orbital energy**: 1.1 eV
**Kohn-Sham gap**: 12.5298 eV

Positions of all 9 atoms, in Å:
O: -0.490 -2.098 -1.372
H: -0.053 -2.343 -0.562
H: -0.988 -2.833 -1.724
O: 3.026 1.997 -5.518
H: 2.708 2.337 -4.689
H: 3.634 2.531 -6.045
O: -2.588 0.027 6.750
H: -1.687 -0.097 7.178
H: -2.907 0.924 6.810

---

Record 3
The following is a quantum chemistry calculation of a molecular structure, H6O3Tl at a distorted geometry, from the OMol25 dataset.

Calculated values
**Multiplicity**: 1
**Lowest unoccupied orbital energy**: -22.1 eV
**Kohn-Sham gap**: 3.8331 eV
**Net charge**: +3

Positions of all 10 atoms, in Å:
Tl: 0.721 -0.212 -0.237
O: -0.123 2.605 -0.245
H: -0.249 3.059 -1.077
H: -0.485 3.200 0.411
O: 1.028 -0.949 2.608
H: 0.352 -1.462 3.050
H: 1.721 -0.852 3.261
O: -0.672 -1.627 -2.435
H: -1.221 -1.301 -3.149
H: -1.072 -2.460 -2.187

---

Record 4
The following is a quantum chemistry calculation of 2 unconnected molecules or ions with the total composition H6OP4 at a distorted geometry, from the OMol25 dataset.

Calculated values
**Multiplicity**: 1
**Lowest unoccupied orbital energy (spin up / spin down)**: -1.2 / -2.0 eV
**Kohn-Sham gap (spin up / spin down)**: 7.5183 / 5.9841 eV

Positions of all 11 atoms, in Å:
O: 1.589 -0.566 -0.852
P: 2.263 0.174 0.193
P: -0.805 -1.677 0.729
P: -1.238 1.505 0.071
P: -1.219 -0.422 -0.932
H: 2.270 1.487 -0.138
H: 1.349 0.404 1.140
H: -2.186 -2.006 1.280
H: -0.692 -2.784 -0.031
H: 0.207 1.653 -0.246
H: -1.540 2.232 -1.213

---

| no. | total energy (Ha) |
| --- | --- |
| 1 | -229.308707 |
| 2 | -229.292142 |
| 3 | -400.204341 |
| 4 | -1444.096640 |